ORCA calculation (ωB97M-V/def2-TZVPD) on one molecule with the formula C19H24N2OS.

Calculated values
**Energy**: -35955.9981 eV
**Strongest force on any atom**: 0.69 eV/A
**Structure (SMILES)**: CCCCc1ccc(NC(=S)NCc2ccccc2OC)cc1
**Charge**: 0
**Energy relative to the best compared isomer or geometry (same formula, charge and spin)**: 47.3 kJ/mol
**Orbital gap**: 0.31927 hartree
**LUMO level**: 0.70 eV

```
47
Properties=species:S:1:pos:R:3:nbo_charge:R:1
C -4.3395 4.3243 -3.2851 -0.608
C -4.1592 3.7010 -1.9059 -0.392
C -2.8804 2.8732 -1.7818 -0.379
C -1.6034 3.7210 -1.8486 -0.422
C -0.3957 2.8564 -1.6400 -0.016
C 0.1129 2.6340 -0.3673 -0.213
C 1.1972 1.8017 -0.1603 -0.216
C 1.7927 1.1499 -1.2387 0.125
N 2.8962 0.3057 -1.0966 -0.603
C 3.2294 -0.5475 -0.0881 0.297
S 4.7083 -1.2888 -0.1562 -0.277
N 2.3404 -0.7471 0.9033 -0.595
C 2.5192 -1.7360 1.9390 -0.257
C 1.6366 -2.9423 1.7445 -0.114
C 1.3932 -3.4485 0.4793 -0.179
C 0.5847 -4.5575 0.2951 -0.238
C 0.0137 -5.1702 1.3931 -0.195
C 0.2485 -4.6846 2.6692 -0.314
C 1.0590 -3.5722 2.8573 0.377
O 1.3447 -3.0238 4.0755 -0.517
C 0.8164 -3.6310 5.2288 -0.251
C 1.3030 1.3902 -2.5221 -0.231
C 0.2244 2.2287 -2.7143 -0.186
H -3.5621 5.0557 -3.4901 0.200
H -5.3010 4.8288 -3.3474 0.211
H -4.3051 3.5575 -4.0562 0.201
H -5.0124 3.0504 -1.6994 0.202
H -4.1544 4.4887 -1.1489 0.193
H -2.8933 2.3409 -0.8273 0.203
H -2.8536 2.1235 -2.5761 0.197
H -1.6474 4.4925 -1.0770 0.207
H -1.5394 4.2092 -2.8215 0.209
H -0.3360 3.1330 0.4796 0.212
H 1.6060 1.6944 0.8328 0.218
H 3.5406 0.2749 -1.8756 0.424
H 1.3924 -0.4326 0.7486 0.404
H 2.3058 -1.2821 2.9104 0.220
H 3.5725 -2.0362 1.9159 0.261
H 1.8543 -2.9731 -0.3739 0.221
H 0.4077 -4.9395 -0.6984 0.214
H -0.6186 -6.0362 1.2661 0.213
H -0.2059 -5.1833 3.5107 0.215
H 1.1633 -4.6637 5.3343 0.178
H 1.1871 -3.0411 6.0659 0.201
H -0.2785 -3.6119 5.2305 0.175
H 1.7777 0.9125 -3.3671 0.214
H -0.1420 2.4011 -3.7159 0.212
```

=====

ORCA calculation (ωB97M-V/def2-TZVPD) on one molecule with the formula C19H24N4O2.

Calculated values
**Energy**: -30148.8531 eV
**Strongest force on any atom**: 1.01 eV/A
**Structure (SMILES)**: CCCn1c2ccccc2c2cnn(CC(=O)N(CC)CC)c(=O)c21
**Charge**: 0
**Energy relative to the best compared isomer or geometry (same formula, charge and spin)**: 56.1 kJ/mol
**Orbital gap**: 0.31072 hartree
**LUMO level**: 0.46 eV

```
49
Properties=species:S:1:pos:R:3:nbo_charge:R:1
C -4.5462 -2.3669 1.1702 -0.612
C -3.3299 -2.9012 0.4251 -0.401
C -2.9957 -2.0873 -0.8295 -0.212
N -2.6537 -0.7242 -0.5127 -0.325
C -3.4863 0.3645 -0.5598 0.154
C -4.8162 0.4592 -0.9585 -0.239
C -5.4181 1.6976 -0.9110 -0.197
C -4.7266 2.8328 -0.4797 -0.239
C -3.4096 2.7553 -0.0870 -0.186
C -2.7782 1.5148 -0.1253 -0.028
C -1.4614 1.0674 0.1924 -0.125
C -0.2773 1.6785 0.6544 0.029
N 0.8092 0.9960 0.8167 -0.233
N 0.8184 -0.3148 0.5653 -0.212
C 2.1282 -0.9255 0.6732 -0.319
C 2.9853 -0.4111 -0.4925 0.679
O 2.5777 -0.5395 -1.6306 -0.631
N 4.1688 0.1761 -0.2125 -0.439
C 4.6795 0.4635 1.1122 -0.206
C 4.0463 1.7246 1.7012 -0.633
C 4.9523 0.6792 -1.3298 -0.219
C 6.0670 -0.2883 -1.7155 -0.613
C -0.2466 -1.0966 0.1423 0.604
O -0.1308 -2.3061 0.0064 -0.642
C -1.4386 -0.3087 -0.0567 0.101
H -4.7383 -2.9684 2.0553 0.215
H -4.3894 -1.3376 1.4863 0.208
H -5.4310 -2.4006 0.5375 0.197
H -2.4568 -2.8964 1.0791 0.219
H -3.5086 -3.9330 0.1186 0.207
H -3.8444 -2.0786 -1.5169 0.199
H -2.1360 -2.5454 -1.3240 0.244
H -5.3668 -0.4060 -1.2940 0.218
H -6.4500 1.7960 -1.2140 0.215
H -5.2391 3.7829 -0.4582 0.214
H -2.8719 3.6312 0.2431 0.212
H -0.2148 2.7299 0.8863 0.204
H 2.5354 -0.7121 1.6579 0.211
H 1.9791 -2.0015 0.5392 0.274
H 4.5217 -0.3918 1.7733 0.197
H 5.7597 0.6018 1.0232 0.204
H 4.3127 2.5924 1.1027 0.206
H 2.9620 1.6405 1.7073 0.238
H 4.4018 1.8823 2.7162 0.208
H 4.2716 0.8049 -2.1741 0.241
H 5.3661 1.6537 -1.0578 0.187
H 6.6335 0.1141 -2.5508 0.212
H 5.6386 -1.2421 -2.0117 0.218
H 6.7474 -0.4554 -0.8829 0.197
```

=====

ORCA calculation (ωB97M-V/def2-TZVPD) on C19H24N4O2S as an isolated structure.

Calculated values
**Energy**: -40968.1101 eV
**Strongest force on any atom**: 15.57 eV/A
**Charge**: 0
**Energy relative to the best compared isomer or geometry (same formula, charge and spin)**: 1696.2 kJ/mol
**Orbital gap**: 0.31208 hartree
**LUMO level**: 0.08 eV

```
50
Properties=species:S:1:pos:R:3:nbo_charge:R:1
C -3.8107 -3.6287 -0.6401 -0.239
O -4.4044 -2.4876 -0.3177 -0.555
C -3.7081 -1.5705 0.5684 -0.019
C -2.6647 -0.8869 -0.0675 -0.298
N -2.0965 -0.1430 0.7704 -0.650
C -2.3099 1.2838 0.9248 0.665
O -2.9329 1.8465 0.1676 -0.572
C -1.5227 2.1068 1.8844 -0.279
N -0.1434 2.1561 1.5997 -0.647
C 0.7900 1.0559 1.9301 0.303
N 1.8940 1.3090 1.3411 -0.418
C 2.1443 2.1005 0.1117 -0.236
C 1.2038 1.7976 -0.9710 0.001
C 0.7024 3.2507 -1.3526 -0.211
C -0.3305 3.1194 -2.4719 -0.235
C -0.9038 1.8936 -2.6504 -0.203
C -0.2945 0.5809 -2.2093 -0.104
C 0.6338 0.7146 -1.2274 -0.268
H 1.1604 -0.0495 -0.9680 0.214
H -0.7505 -0.1568 -2.4846 0.178
H -1.6718 1.9000 -3.5986 0.220
H -0.8257 4.1568 -2.5847 0.227
H 1.0712 4.2262 -0.9957 0.222
H 3.1290 1.7152 -0.0488 0.219
H 2.3962 3.2003 0.3371 0.217
C 3.0921 0.2168 1.7119 -0.237
C 3.2283 -1.0713 0.6953 0.007
C 4.3459 -0.7187 -0.1963 0.012
N 4.4230 -1.8181 -0.9987 -0.424
C 3.6461 -2.7869 -1.1739 0.028
C 2.5014 -2.7540 -0.4862 -0.175
C 2.2590 -1.9400 0.4239 -0.291
H 1.4652 -1.9221 1.2286 0.267
H 1.7719 -3.8052 -0.5962 0.196
H 3.7781 -3.5255 -2.0318 0.193
H 5.1168 0.0851 -0.0500 0.228
H 2.7393 -0.2449 2.5032 0.218
H 3.9289 0.7877 2.1323 0.221
S 0.3095 -0.0599 3.0295 -0.244
H 0.0177 2.8752 1.0212 0.392
H -1.7877 3.0333 2.2472 0.240
H -1.7765 1.6372 3.1955 0.174
H -1.6919 -0.4163 1.7183 0.417
H -3.1621 -0.3833 -0.8290 0.226
H -2.0562 -1.4681 -0.5014 0.184
H -3.3145 -2.3270 1.4168 0.138
H -4.5311 -1.0740 1.0286 0.206
H -3.3637 -4.3460 0.1761 0.158
H -4.5485 -4.1420 -1.3837 0.185
H -3.1461 -3.3230 -1.3283 0.153
```